# C27H46BrNOP2PtS

A molecular structure, C27H46BrNOP2PtS in a non-equilibrium geometry (ωB97M-V/def2-TZVPD, OMol25).

- total charge = +4
- energy relative to the best compared isomer or geometry (same formula, charge and spin) (kJ/mol) = 0.0
- frontier orbital gap (spin up / spin down) (eV) = 6.5 / 4.1
- multiplicity = 5
- <S²> = 6.03
- max |F| (eV Å⁻¹) = 4.5
- lowest unoccupied orbital energy (spin up / spin down) (eV) = -11.76 / -14.00
- energy (eV) = -134940.3643

XYZ file:
```
80
Properties=species:S:1:pos:R:3:forces:R:3
N -7.0314 5.3973 -4.7752 3.144 -1.918 2.527
C -6.7290 5.8447 -3.5556 -1.267 1.557 0.197
C -5.7326 5.2742 -2.7586 0.250 -0.805 -0.861
C -5.0210 4.1519 -3.2452 -0.738 0.328 -1.140
C -5.4069 3.6509 -4.5097 -0.614 0.898 0.241
C -6.4095 4.3142 -5.2356 -0.720 -0.375 -1.597
C -3.9410 3.5155 -2.5091 0.458 -0.495 -0.123
Pt 1.1918 0.0136 0.4337 -0.513 0.014 0.293
P 5.3439 -0.8218 0.3960 -3.427 0.092 -0.433
C -3.0926 2.5872 -3.0213 -1.709 1.228 -0.225
C -2.1134 1.9594 -2.1979 0.807 -0.776 0.354
C -0.9682 1.4231 -2.8275 0.289 0.245 0.318
C 0.1182 1.0551 -2.0350 -0.229 0.036 0.881
C -0.0948 1.0888 -0.6432 0.109 -0.493 0.208
C -1.2615 1.5169 0.0181 0.477 -0.278 -0.904
C -2.3051 1.9239 -0.7935 0.503 0.158 0.012
Br 1.9312 -0.2136 2.7419 -0.459 0.514 0.451
H -3.8123 3.8445 -1.4829 -0.059 -0.018 -0.098
H -3.0998 2.3475 -4.0823 -0.024 -0.022 0.171
H -5.5138 5.6905 -1.7796 -0.218 0.142 -0.232
H -4.9765 2.7477 -4.9451 -0.248 0.423 0.014
H -7.2971 6.7057 -3.1944 0.118 -0.141 -0.042
H -6.7163 3.9599 -6.2231 0.091 -0.011 0.194
H -0.8985 1.3543 -3.9193 -0.072 0.221 0.446
H -3.2642 2.2273 -0.3705 0.365 -0.104 -0.092
H 1.0954 0.7250 -2.4044 -0.528 0.134 -0.264
H -1.2966 1.4602 1.1028 -0.292 0.075 -0.193
P -0.0183 -1.8744 0.2566 -1.331 -1.376 -1.084
C 4.6731 0.8656 0.6377 0.914 0.011 0.754
C 5.8193 1.8430 0.3307 -0.135 0.480 -0.033
H 4.2996 0.9459 1.6702 0.399 0.049 -0.224
H 3.7964 0.9708 -0.0247 0.356 -0.064 -0.077
H 5.5702 2.8360 0.7043 0.097 0.004 -0.137
H 6.7534 1.5278 0.8110 -0.232 0.116 -0.008
H 6.0089 1.9104 -0.7446 -0.023 0.016 0.131
C 4.5791 -1.2803 -1.2076 1.265 0.314 -0.295
C 5.4976 -2.2950 -1.8902 -0.144 -0.316 -0.395
H 4.4850 -0.3579 -1.7990 0.128 -0.229 0.098
H 3.5666 -1.6585 -1.0087 0.311 0.054 0.182
H 5.2150 -2.4021 -2.9394 0.112 -0.159 0.115
H 6.5453 -1.9714 -1.8525 -0.256 -0.059 -0.117
H 5.4287 -3.2714 -1.4007 0.065 0.078 -0.142
C 4.4896 -1.8999 1.5922 0.729 -0.409 0.315
C 5.2955 -2.0119 2.8831 0.008 -0.239 0.256
H 4.3120 -2.8779 1.1292 0.248 0.088 0.019
H 3.5030 -1.4393 1.8073 0.935 -0.175 -0.623
H 4.7573 -2.6410 3.5958 0.174 0.058 -0.003
H 6.2665 -2.4706 2.6730 -0.145 0.040 0.243
H 5.4630 -1.0335 3.3499 -0.026 -0.161 -0.092
C -0.2350 -2.8660 1.7819 0.419 0.658 0.357
C -1.1550 -4.0874 1.6224 -0.211 -0.078 -0.136
H -0.6247 -2.1671 2.5361 0.145 -0.281 -0.179
H 0.7693 -3.1510 2.1100 -0.038 0.005 -0.039
H -2.1934 -3.8367 1.8784 0.377 -0.085 -0.180
H -1.1378 -4.5104 0.6080 -0.007 0.040 0.297
H -0.8267 -4.8718 2.3149 -0.049 0.176 -0.211
C 0.8728 -2.9182 -0.9694 0.382 0.177 0.171
C 0.3726 -2.8410 -2.4238 -0.008 -0.058 -0.065
H 0.8348 -3.9508 -0.5893 0.008 0.243 -0.057
H 1.9225 -2.5916 -0.9033 -0.272 -0.350 -0.094
H -0.5673 -3.3994 -2.5705 0.435 0.273 0.094
H 0.2223 -1.8032 -2.7575 0.043 -0.304 0.073
H 1.1304 -3.3013 -3.0736 -0.274 0.145 0.166
C -1.7116 -1.7192 -0.4506 0.068 0.417 -0.144
C -2.8328 -1.4984 0.5709 -0.423 0.297 0.086
H -1.9134 -2.6240 -1.0436 0.341 0.128 0.304
H -1.6818 -0.8985 -1.1791 0.032 -0.251 0.125
H -3.4829 -0.6863 0.2172 0.125 -0.268 0.155
H -3.4577 -2.3976 0.6570 0.241 0.330 0.105
H -2.4713 -1.2051 1.5664 -0.195 -0.199 -0.376
C -1.8054 1.4329 5.4245 -0.023 1.131 -0.201
S -0.7261 0.3594 4.4397 -1.932 -0.819 1.138
C -0.2182 -0.9086 5.6423 0.489 -0.010 0.032
O -1.6601 -0.2547 3.4448 0.949 0.413 0.239
H -1.2709 1.7801 6.3214 -0.033 -0.177 -0.331
H -2.7382 0.9047 5.6795 0.525 -0.172 -0.164
H -2.0401 2.2931 4.7730 0.098 -0.308 0.356
H -0.7191 -0.7208 6.6004 -0.052 0.142 -0.332
H -0.5273 -1.8724 5.2331 0.114 0.110 -0.058
H 0.8667 -0.8472 5.7818 -0.217 -0.073 -0.117
```
Forces are in eV/Å.